Entry from OMol25: a molecular structure, C49H58AsN2PRuS3Se2 (ωB97M-V/def2-TZVPD).

Output
HOMO level (alpha / beta)	-9.8 / -9.8	eV
electronic energy	-290639.3863	eV
molar mass	1136.104	g mol⁻¹
spin multiplicity	2
largest force on an atom	2.40	eV/A
charge	+1
<S²>	0.762

Cartesian coordinates (Å):
Ru 0.266 0.185 -0.072
C -0.108 -0.097 7.235
C -1.329 -0.049 6.315
C -2.226 -1.262 6.603
C -2.106 1.244 6.601
C -0.925 -0.099 4.846
C 0.342 -0.464 4.418
C 0.655 -0.434 3.070
N -0.222 -0.106 2.122
C -1.476 0.161 2.516
C -1.846 0.205 3.845
C -2.447 0.366 1.420
C -3.815 0.177 1.578
C -4.677 0.329 0.502
C -4.091 0.667 -0.722
C -2.730 0.837 -0.804
N -1.906 0.691 0.248
C -6.183 0.122 0.606
C -6.548 -1.143 -0.186
C -6.907 1.334 0.002
C -6.637 -0.045 2.055
H -0.429 0.044 8.267
H 0.611 0.690 6.997
H 0.405 -1.060 7.184
H -2.536 -1.255 7.650
H -1.696 -2.197 6.410
H -3.125 -1.247 5.982
H -2.272 1.338 7.675
H -3.086 1.253 6.119
H -1.553 2.124 6.265
H 1.111 -0.758 5.117
H 1.645 -0.702 2.727
H -2.858 0.484 4.102
H -4.194 -0.120 2.544
H -4.687 0.781 -1.617
H -2.262 1.106 -1.743
H -6.267 -1.052 -1.237
H -7.625 -1.314 -0.137
H -6.044 -2.021 0.224
H -6.731 1.426 -1.071
H -6.590 2.264 0.481
H -7.983 1.227 0.150
H -6.229 -0.951 2.511
H -7.724 -0.131 2.084
H -6.356 0.813 2.670
C -1.019 4.086 0.414
Se -0.107 2.901 -0.820
C 1.692 3.601 -0.707
C 2.239 3.530 0.699
Se 2.099 1.761 1.478
C 3.932 1.173 1.183
H -0.887 5.106 0.062
H -0.661 3.980 1.436
H -2.072 3.819 0.373
H 1.700 4.627 -1.076
H 2.255 2.982 -1.405
H 1.680 4.182 1.367
H 3.284 3.837 0.737
H 4.611 1.900 1.620
H 4.137 1.038 0.127
H 4.040 0.217 1.691
S 1.048 -4.285 0.436
C 0.778 -2.701 0.244
S 1.951 -1.449 0.153
S -0.761 -1.962 0.114
C -0.411 0.686 -3.828
C -0.098 2.151 -4.075
As -0.455 2.757 -5.919
C -2.301 2.133 -6.058
C -3.162 2.179 -4.963
C -4.499 1.823 -5.093
C -4.996 1.423 -6.326
C -4.155 1.403 -7.429
C -2.820 1.763 -7.297
C 0.491 1.333 -6.863
C -0.023 0.063 -7.127
C 0.747 -0.884 -7.791
C 2.036 -0.571 -8.206
C 2.554 0.690 -7.951
C 1.786 1.635 -7.282
P 0.369 -0.230 -2.430
C -0.196 -1.900 -2.869
C 0.676 -2.980 -2.920
C 0.195 -4.250 -3.218
C -1.153 -4.449 -3.460
C -2.034 -3.374 -3.401
C -1.558 -2.111 -3.102
C 2.093 -0.172 -3.047
C 2.405 -0.687 -4.308
C 3.697 -0.608 -4.805
C 4.690 0.021 -4.065
C 4.388 0.549 -2.819
C 3.099 0.438 -2.313
H -0.068 0.101 -4.681
H -1.488 0.531 -3.755
H 0.954 2.379 -3.883
H -0.676 2.811 -3.440
H -2.799 2.513 -3.997
H -5.157 1.868 -4.233
H -6.036 1.141 -6.429
H -4.539 1.113 -8.399
H -2.180 1.753 -8.172
H -1.033 -0.190 -6.831
H 0.335 -1.866 -7.993
H 2.630 -1.306 -8.735
H 3.553 0.945 -8.283
H 2.194 2.623 -7.101
H 1.728 -2.843 -2.708
H 0.882 -5.087 -3.243
H -1.523 -5.442 -3.682
H -3.091 -3.526 -3.579
H -2.263 -1.289 -3.035
H 1.641 -1.172 -4.906
H 3.925 -1.036 -5.773
H 5.696 0.095 -4.459
H 5.162 1.036 -2.236
H 2.867 0.802 -1.323

Entry from OMol25: a molecular structure, C49H58Cl2N7O4PSScSi (ωB97M-V/def2-TZVPD).

Output
HOMO level	-9.2	eV
electronic energy	-144117.9015	eV
molar mass	1016.037	g mol⁻¹
largest force on an atom	1.30	eV/A
charge	+1

Cartesian coordinates (Å):
Sc 0.524 0.361 0.681
Cl 5.142 0.346 -0.794
C 4.725 -0.144 0.818
C 5.752 -0.207 1.771
C 5.477 -0.534 3.069
Cl 6.767 -0.616 4.218
C 4.145 -0.791 3.475
C 3.755 -1.078 4.801
C 2.433 -1.287 5.076
C 1.497 -1.218 4.033
N 1.812 -0.949 2.784
C 3.125 -0.735 2.497
C 3.402 -0.417 1.130
O 2.403 -0.396 0.275
H 6.769 0.016 1.480
H 4.503 -1.123 5.580
H 2.096 -1.487 6.083
H 0.447 -1.389 4.238
N 1.907 2.502 0.272
C 1.866 3.302 -0.934
C 2.301 4.622 -0.896
C 2.309 5.388 -2.047
C 1.887 4.835 -3.248
C 1.431 3.529 -3.281
C 1.401 2.752 -2.125
P 0.709 1.043 -2.125
C -1.019 1.358 -2.630
C -1.726 0.400 -3.360
C -3.082 0.562 -3.600
C -3.756 1.669 -3.101
C -3.058 2.624 -2.372
C -1.699 2.468 -2.127
C 1.537 0.408 -3.633
C 1.052 0.562 -4.929
C 1.839 0.196 -6.011
C 3.107 -0.332 -5.813
C 3.583 -0.519 -4.523
C 2.798 -0.152 -3.441
H 2.779 1.976 0.271
H 1.941 3.130 1.068
H 2.643 5.046 0.041
H 2.654 6.413 -2.008
H 1.911 5.422 -4.156
H 1.089 3.111 -4.217
H -1.214 -0.484 -3.724
H -3.634 -0.187 -4.153
H -4.825 1.752 -3.257
H -3.574 3.494 -1.987
H -1.170 3.205 -1.533
H 0.066 0.974 -5.098
H 1.463 0.341 -7.015
H 3.723 -0.590 -6.664
H 4.572 -0.932 -4.365
H 3.174 -0.259 -2.432
N 4.048 -5.032 -0.503
C 4.071 -3.595 -0.942
C 2.629 -3.172 -1.221
N 1.758 -3.371 -0.081
C 1.791 -4.722 0.432
C 3.212 -5.213 0.731
H 4.992 -5.384 -0.351
H 3.630 -5.584 -1.255
H 4.690 -3.504 -1.834
H 4.507 -2.996 -0.142
H 2.247 -3.757 -2.068
H 2.611 -2.120 -1.497
H 1.908 -2.666 0.629
H 1.333 -5.390 -0.307
H 1.196 -4.785 1.342
H 3.213 -6.266 1.010
H 3.670 -4.632 1.530
O -6.291 1.248 -3.824
S -7.304 0.220 -3.677
O -7.811 0.067 -2.317
O -8.283 0.162 -4.728
C -6.359 -1.367 -3.659
N -6.913 -2.542 -3.946
C -6.227 -3.622 -3.593
C -5.044 -3.559 -2.861
C -4.572 -2.284 -2.589
N -5.189 -1.207 -3.059
C -3.389 -1.923 -1.793
C -3.459 -0.709 -1.109
C -2.343 -0.234 -0.477
N -1.164 -0.878 -0.463
C -1.111 -2.067 -1.081
C -2.187 -2.624 -1.745
H -6.651 -4.575 -3.890
H -4.558 -4.450 -2.483
H -4.388 -0.152 -1.131
H -2.366 0.739 0.001
H -0.157 -2.570 -1.044
H -2.073 -3.566 -2.264
C -2.191 2.753 1.765
Si -1.024 1.496 2.656
C -0.193 2.702 3.981
C 0.669 1.981 5.025
C 0.745 3.657 3.230
C -1.248 3.544 4.708
C -2.234 0.157 3.487
C -3.701 0.522 3.230
C -1.991 -1.225 2.857
C -2.038 0.021 5.001
H -2.921 3.180 2.452
H -2.761 2.315 0.944
H -1.617 3.582 1.341
H 1.404 1.325 4.549
H 0.067 1.392 5.715
H 1.221 2.716 5.621
H 1.619 3.105 2.868
H 1.109 4.436 3.908
H 0.249 4.148 2.389
H -2.012 2.927 5.181
H -1.746 4.232 4.024
H -0.772 4.141 5.494
H -3.921 0.564 2.162
H -3.963 1.481 3.678
H -4.357 -0.237 3.670
H -2.370 -1.262 1.838
H -2.526 -1.998 3.420
H -0.930 -1.505 2.829
H -2.248 0.959 5.513
H -1.021 -0.280 5.259
H -2.727 -0.730 5.399